{
  "formula": "C2H4O2Si",
  "method": "ωB97M-V/def2-TZVPD",
  "multiplicity": 1,
  "de_lowest_ev": 4.4080,
  "orbital_gap_ev": 9.31,
  "energy_ev": -14107.6312,
  "smiles": "O=[si]1cc1.O",
  "fmax_ev_per_a": 6.41,
  "e_lumo_ev": -0.0373,
  "homo_energy_ev": -9.345,
  "species": ["Si", "O", "O", "C", "C", "H", "H", "H", "H"],
  "coordinates": [[0.225, -1.191, 0.046], [-0.856, -2.208, -0.446], [-1.704, 0.779, -0.285], [1.381, 0.205, -0.304], [1.647, -0.270, 0.958], [2.424, -0.018, 1.544], [-2.725, 0.758, -0.826], [-2.259, 1.076, 0.360], [1.867, 0.868, -1.047]],
  "mulliken_charge": [0.642, -0.610, -0.588, -0.169, -0.729, 0.516, 0.351, 0.266, 0.321]
}